Arrangement i

{"formula": "C4H4N2O2", "method": "the ωB97M-V functional and the def2-TZVPD basis", "homo_ha": -0.36890, "smiles": "C=N/N=C/C(=O)C=O", "symbols": ["C", "N", "N", "C", "C", "O", "C", "O", "H", "H", "H", "H"], "positions_angstrom": [[-1.85892, 0.22096, 2.39321], [-0.98133, 0.73372, 1.66550], [-0.33389, -0.24350, 0.83335], [0.43117, 0.35544, -0.02812], [1.28296, -0.53668, -0.93867], [1.83144, -1.59204, -0.67951], [1.25423, -0.18691, -2.47455], [0.67801, 0.73069, -3.04100], [-2.12709, -0.82698, 2.34071], [-2.44713, 0.84105, 3.07192], [0.43782, 1.47015, -0.18749], [1.83272, -0.96589, -2.95534]]}

***

Arrangement ii

{"formula": "C4H4N2O2", "method": "the ωB97M-V functional and the def2-TZVPD basis", "homo_ha": -0.34991, "smiles": "Oc1ccnc(O)n1", "symbols": ["O", "C", "C", "C", "N", "C", "O", "N", "H", "H", "H", "H"], "positions_angstrom": [[-1.82836, -1.32182, -0.01832], [-0.78229, -0.45867, -0.08862], [-0.91139, 0.91064, -0.27786], [0.21582, 1.69977, -0.09526], [1.32480, 1.04577, 0.05310], [1.28595, -0.32301, -0.09722], [2.46227, -1.13595, -0.02637], [0.36129, -1.10383, -0.42419], [-2.68423, -1.06186, 0.79440], [-2.05520, 1.11866, -0.08071], [0.46212, 2.74034, 0.04446], [2.14924, -2.11003, 0.21658]]}

***

Short version: arrangement i is the least stable of them.

***

Arrangement i

{"formula": "H13O6", "method": "the ωB97M-V functional and the def2-TZVPD basis", "homo_ha": -0.50029, "total_charge": 1, "symbols": ["O", "H", "H", "O", "H", "H", "O", "H", "H", "O", "H", "H", "O", "H", "H", "O", "H", "H", "H"], "positions_angstrom": [[0.82502, -3.21002, -1.14748], [1.57399, -2.97474, -1.71424], [0.44944, -3.93034, -1.66856], [-2.66816, 4.19271, -3.37309], [-3.04110, 4.36216, -2.50419], [-2.55865, 5.07469, -3.74482], [0.23847, -2.00336, 3.33941], [0.20077, -1.19924, 3.86975], [-0.40874, -2.58032, 3.76046], [-0.49711, 0.24817, -0.73639], [-1.20433, 0.70738, -0.27252], [-0.02386, 0.86474, -1.30359], [1.88135, 2.16155, 0.53673], [1.57307, 3.08327, 0.48626], [2.47817, 2.39184, 1.27022], [0.29969, -1.69575, 0.83945], [-0.08376, -1.07296, 0.15529], [0.63783, -2.51470, 0.36673], [0.32789, -1.90507, 1.84060]]}

***

Arrangement ii

{"formula": "H13O6", "method": "the ωB97M-V functional and the def2-TZVPD basis", "homo_ha": -0.54180, "total_charge": 1, "symbols": ["O", "H", "H", "O", "H", "H", "O", "H", "H", "O", "H", "H", "O", "H", "H", "O", "H", "H", "H"], "positions_angstrom": [[-2.58318, 3.34626, -1.37722], [-2.84271, 4.26630, -1.43923], [-3.30790, 2.89010, -1.63316], [-1.87068, 2.46593, 1.15484], [-2.57053, 2.75078, 1.84800], [-2.22898, 2.66142, 0.26682], [-0.30910, 0.50665, 1.82709], [-0.70100, 1.47310, 1.33803], [0.56565, 0.54774, 2.26455], [0.89439, -2.79333, -0.65640], [1.83931, -3.09502, -0.90251], [0.58178, -3.62613, -0.16906], [3.69724, -3.16868, -0.74722], [4.49645, -2.51673, -0.72591], [3.99073, -3.87373, -0.17084], [0.36808, -0.37655, -0.28298], [0.24834, -1.33149, -0.35768], [-0.05344, -0.09787, -1.13102], [-0.21445, -0.02876, 0.89392]]}

***

Short version: arrangement ii is the least stable of them.

***

Arrangement i

{"formula": "C4H13NOSi", "method": "the ωB97M-V functional and the def2-TZVPD basis", "homo_ha": -0.30103, "symbols": ["C", "C", "C", "C", "N", "O", "Si", "H", "H", "H", "H", "H", "H", "H", "H", "H", "H", "H", "H", "H"], "positions_angstrom": [[-2.48476, -0.05940, 0.34127], [0.81548, -1.87150, 0.24090], [2.63483, 0.67626, -0.85910], [-2.10970, 0.65007, -1.03256], [1.07213, 0.79438, 1.58713], [-0.92807, 1.37463, -0.99760], [1.07768, 0.03492, 0.06051], [-1.84137, -0.97145, 0.43840], [-2.32875, 0.67322, 1.20128], [-3.60260, -0.45629, 0.37844], [0.54487, -2.35731, -0.73100], [1.67398, -2.41510, 0.33053], [0.02715, -2.16819, 0.89860], [2.55208, 0.91270, -1.87179], [2.82523, 1.56616, -0.28739], [3.49351, 0.08298, -0.62280], [-2.86438, 1.42868, -1.16686], [-2.13812, -0.06455, -1.86687], [0.85695, 1.79176, 1.60565], [0.72387, 0.37800, 2.35325]]}

***

Arrangement ii

{"formula": "C4H13NOSi", "method": "the ωB97M-V functional and the def2-TZVPD basis", "homo_ha": [-0.30129, -0.27995], "symbols": ["C", "C", "C", "C", "N", "O", "Si", "H", "H", "H", "H", "H", "H", "H", "H", "H", "H", "H", "H", "H"], "positions_angstrom": [[1.61698, -1.08733, 2.78366], [-0.52104, 1.89204, -0.71302], [1.91036, -0.33877, 1.47028], [0.13998, 0.56323, -1.33258], [-2.58269, -0.61608, -0.94513], [-0.80437, -1.90999, -2.56084], [-0.86182, -1.03926, -1.10235], [1.98121, -2.12169, 2.81508], [2.28350, -0.68789, 3.61755], [0.63461, -0.90011, 3.22116], [-0.53846, 1.88995, 0.34709], [-0.01668, 2.79641, -0.96198], [-1.58736, 2.01857, -1.02858], [1.27031, 0.50884, 1.09405], [2.93021, -0.39037, 1.08335], [1.02096, 0.56357, -0.67845], [0.43088, 0.69405, -2.32180], [-2.81294, -0.03914, -0.16064], [-2.80913, 0.06382, -1.65529], [-1.68451, -1.85984, -2.97155]]}

***

Short version: arrangement ii is the least stable of them.

***

Arrangement i

{"formula": "C4H6IN", "method": "the ωB97M-V functional and the def2-TZVPD basis", "homo_ha": -0.33707, "smiles": "C=NC1C=C1.I", "symbols": ["C", "N", "C", "C", "C", "H", "H", "H", "H", "H", "I", "H"], "positions_angstrom": [[1.24685, 1.30403, -0.09492], [1.46537, 0.23455, 0.51876], [0.84227, -0.99221, 0.07781], [-0.45100, -1.38767, 0.69314], [-0.52415, -0.97108, -0.57899], [1.68299, 2.26588, 0.23496], [0.61271, 1.32083, -0.99486], [1.51023, -1.86620, 0.00758], [-0.81219, -1.68108, 1.72742], [-1.16005, -0.70434, -1.38162], [-4.16480, -0.01115, 0.25221], [-3.16864, 0.60798, 1.14751]]}

***

Arrangement ii

{"formula": "C4H6IN", "method": "the ωB97M-V functional and the def2-TZVPD basis", "homo_ha": -0.33718, "symbols": ["C", "C", "C", "C", "N", "I", "H", "H", "H", "H", "H", "H"], "positions_angstrom": [[-0.97721, -0.32492, -1.21538], [0.21807, 0.65180, 1.23767], [1.21792, -0.38348, 0.71044], [0.42864, 0.49153, -0.18485], [-0.89564, -1.45964, -1.62898], [-2.39306, 1.13884, -1.73511], [-0.60855, 0.27160, 1.80600], [0.64898, 1.64929, 1.69179], [2.28072, -0.20999, 0.90290], [0.92349, -1.33623, 0.92342], [0.85984, 1.44238, -0.47488], [-1.70319, -1.93118, -2.03301]]}

***

Short version: arrangement i is the least stable of them.